# 1
This record from the Open Molecules 2025 dataset describes a cluster of 2 separate species, C2ClNO2 in total. The level of theory is ωB97M-V/def2-TZVPD.

Atoms and positions in Å:
C: 0.3087 -0.8690 0.0001
C: -1.4884 0.7205 0.0010
N: -0.8083 -0.3085 0.0056
O: 1.0745 -1.7186 -0.0034
O: -2.3562 1.4740 -0.0018
Cl: 3.2697 0.7016 -0.0015

Cartesian forces, eV/Å:
3.1 -1.4 0.0
-1.5 0.2 0.0
-0.9 1.0 0.0
-1.2 1.0 0.0
1.6 -0.5 0.0
-1.1 -0.2 0.0

Calculated values
Charge: 0
E_tot (eV): -20177.8690
Energy above the lowest of the compared OMol25 structures with the same formula, charge and spin (eV): 3.0481
HOMO-LUMO gap (alpha / beta) (eV): 5.23 / 4.84

---

# 2
This record from the Open Molecules 2025 dataset describes the molecule C2ClNO2. The level of theory is ωB97M-V/def2-TZVPD.

Atoms and positions in Å:
C: -0.4586 0.4191 -0.0946
C: 1.1773 0.4554 -0.6860
N: -1.2142 -0.4557 0.1603
O: 0.4708 1.2214 0.3931
O: -2.2192 -1.0861 0.1448
Cl: 2.2439 -0.5541 0.0824

Cartesian forces, eV/Å:
5.1 0.9 -2.7
-3.8 0.7 2.2
-1.5 -0.3 0.7
0.5 1.0 -0.1
-1.7 -1.5 0.1
1.3 -0.8 -0.3

Calculated values
<S²>: 2.030
Charge: 0
E_tot (eV): -20172.4931
Multiplicity: 3
HOMO-LUMO gap (alpha / beta) (eV): 8.61 / 7.10

---

# 3
This record from the Open Molecules 2025 dataset describes a cluster of 2 separate species, C2F2 in total. The level of theory is ωB97M-V/def2-TZVPD.

Atoms and positions in Å:
C: 0.6345 -0.8909 0.1487
C: -0.8370 0.6700 -0.0300
F: 1.1742 -0.4939 1.1995
F: -0.9717 0.7148 -1.3183

Cartesian forces, eV/Å:
-2.5 1.6 -1.4
1.7 -1.9 -0.6
0.9 0.3 1.4
-0.1 0.1 0.6

Calculated values
Charge: 0
E_tot (eV): -7500.6335
Energy above the lowest of the compared OMol25 structures with the same formula, charge and spin (eV): 3.5416
HOMO-LUMO gap (alpha / beta) (eV): 7.19 / 7.20

---

# 4
This record from the Open Molecules 2025 dataset describes a cluster of 2 separate species, C2F2I2 in total. The level of theory is ωB97M-V/def2-TZVPD.

Atoms and positions in Å:
C: 1.3082 0.1596 0.5011
C: 2.1401 0.2609 -0.3257
F: 0.5473 -0.3543 1.4110
F: 2.9859 0.3466 -1.2505
I: -3.7481 -1.5560 -0.3907
I: -3.2335 1.1433 0.0548

Cartesian forces, eV/Å:
-0.5 -0.9 0.8
-0.4 -0.1 0.3
-0.2 0.6 0.1
1.1 0.5 -1.2
0.3 1.3 0.2
-0.2 -1.3 -0.2

Calculated values
SMILES string: FC#CF.II
Charge: 0
E_tot (eV): -23706.3432
Energy above the lowest of the compared OMol25 structures with the same formula, charge and spin (eV): 2.1369
HOMO-LUMO gap (eV): 7.36

---

# 5
This record from the Open Molecules 2025 dataset describes a cluster of 2 separate species, C2F2I2 in total. The level of theory is ωB97M-V/def2-TZVPD.

Atoms and positions in Å:
C: 1.0532 0.1775 -1.3420
C: -0.1381 0.0520 -1.6640
F: 2.0231 0.9842 -0.8988
F: -1.0696 -0.7591 -2.0247
I: -0.2603 0.8613 2.4234
I: -1.6083 -1.3160 3.5062

Cartesian forces, eV/Å:
-0.4 2.2 0.4
2.1 -1.1 0.4
-1.3 -1.5 -0.7
-0.3 0.4 -0.1
-0.6 -1.0 0.5
0.6 1.0 -0.5

Calculated values
SMILES string: FC#CF.II
Charge: 0
E_tot (eV): -23706.1037
Energy above the lowest of the compared OMol25 structures with the same formula, charge and spin (eV): 2.3765
HOMO-LUMO gap (eV): 7.34

---

# 6
This record from the Open Molecules 2025 dataset describes a cluster of 2 separate species, C2F2N2 in total. The level of theory is ωB97M-V/def2-TZVPD.

Atoms and positions in Å:
C: 1.6014 0.3316 -0.1123
C: -0.6900 -0.4480 0.0645
N: 2.7197 0.3981 0.0692
N: -1.2824 0.5801 0.0250
F: -0.7682 -1.7082 -0.0128
F: -2.6820 0.6224 -0.0218

Cartesian forces, eV/Å:
-5.7 -2.0 0.2
4.3 -1.2 -0.7
2.5 0.4 0.2
-2.1 3.4 0.0
0.2 0.1 0.2
0.9 -0.7 0.1

Calculated values
Charge: 0
E_tot (eV): -10481.1166
Energy above the lowest of the compared OMol25 structures with the same formula, charge and spin (eV): 4.4001
HOMO-LUMO gap (alpha / beta) (eV): 8.59 / 8.59

---

# 7
This record from the Open Molecules 2025 dataset describes a structure of composition C2F3HoMgNO4S2. The level of theory is ωB97M-V/def2-TZVPD.

Atoms and positions in Å:
O: -3.0735 -0.6300 1.3829
C: -3.2132 -0.0505 0.3358
O: -3.3256 -0.2601 -0.8769
Ho: -2.1056 2.1177 -0.1764
Mg: -1.3012 -1.5186 -0.9021
N: 0.0550 1.1632 -0.2016
S: -0.4328 0.6668 -1.8628
S: 0.8020 0.0449 0.6219
O: 0.2508 -1.3351 0.3519
O: 0.9568 0.4230 2.0162
C: 2.5407 -0.1259 -0.0585
F: 2.5155 -0.7010 -1.2469
F: 3.0799 1.0745 -0.1538
F: 3.2510 -0.8689 0.7704

Cartesian forces, eV/Å:
-0.1 0.7 -1.0
0.1 -0.8 2.2
0.6 0.1 -0.6
2.3 -1.6 -1.2
0.4 0.5 0.1
-2.2 0.6 -0.8
-0.8 0.8 0.9
1.6 -1.0 3.3
-0.8 0.9 -0.4
-0.8 -0.4 -2.3
1.1 0.1 0.1
-0.4 0.0 -0.2
-0.4 0.0 0.1
-0.7 0.2 -0.1

Calculated values
<S²>: 8.758
Charge: +2
E_tot (eV): -72799.7856
Multiplicity: 6
HOMO-LUMO gap (alpha / beta) (eV): 7.73 / 6.26

---

# 8
This record from the Open Molecules 2025 dataset describes a cluster of 2 separate species, C2F3IO in total. The level of theory is ωB97M-V/def2-TZVPD.

Atoms and positions in Å:
C: 1.4211 0.1477 -0.7203
C: -0.4569 0.0319 0.6173
O: 1.8926 -0.8357 -1.0837
F: -1.4270 0.3713 -0.1489
F: -0.7166 -1.2180 1.1471
F: -0.4316 0.7963 1.6886
I: 2.0228 2.0582 -0.5358

Cartesian forces, eV/Å:
-2.9 -1.1 3.0
2.6 -2.2 0.2
0.3 -0.4 -0.7
-1.6 0.6 -1.2
0.5 0.6 -1.2
0.5 1.2 0.1
0.5 1.4 -0.2

Calculated values
Charge: 0
E_tot (eV): -20371.9019
Energy above the lowest of the compared OMol25 structures with the same formula, charge and spin (eV): 2.0996
HOMO-LUMO gap (alpha / beta) (eV): 8.28 / 8.28

---

# 9
This record from the Open Molecules 2025 dataset describes a structure of composition C2F3NO5S2Tl. The level of theory is ωB97M-V/def2-TZVPD.

Atoms and positions in Å:
O: 3.0558 -1.2347 0.5303
C: 4.1433 -1.4033 0.1531
O: 5.2360 -1.5503 -0.1906
Tl: 0.7069 -1.2078 0.7650
N: -0.9842 -0.2799 -0.6207
S: -1.9798 -1.6893 -0.5056
O: -1.8914 -2.3036 -1.8962
O: -1.0901 -2.5333 0.4427
S: -1.7739 1.1078 -0.3607
O: -1.4348 2.1404 -1.4246
C: -0.6709 1.7324 1.0463
F: -0.6092 0.8065 2.0161
F: 0.5824 1.9501 0.6316
F: -1.1334 2.8588 1.5780

Cartesian forces, eV/Å:
2.7 -0.1 -0.5
0.2 0.2 0.2
0.2 -0.2 -0.2
-1.4 -0.1 1.1
-0.6 0.5 0.2
-0.1 -1.4 -2.2
-0.2 0.9 2.1
-0.9 0.0 -0.6
0.9 0.9 -1.5
-0.5 -1.2 1.4
-0.3 -0.3 -1.0
-0.2 0.2 0.7
0.2 0.2 0.0
-0.1 0.4 0.3

Calculated values
Charge: -1
E_tot (eV): -48318.6885
HOMO-LUMO gap (eV): 6.47

---

# 10
This record from the Open Molecules 2025 dataset describes a structure of composition C2F3NO6S2Sm. The level of theory is ωB97M-V/def2-TZVPD.

Atoms and positions in Å:
N: 0.2960 0.3491 1.9790
S: 1.7446 0.1413 1.2059
O: 1.2673 0.0584 -0.2074
S: -1.1796 0.5289 1.4326
O: -1.2949 -0.0051 0.0409
O: -1.9450 0.4145 2.6777
C: -1.8192 2.2480 0.9748
F: -1.3615 2.6831 -0.1876
F: -3.1413 2.2310 0.9046
F: -1.4454 3.1251 1.8923
O: 0.7812 -2.7268 0.1853
C: 1.7751 -2.8006 0.9239
O: 2.4555 -3.7231 1.2976
O: 2.4240 -1.3610 1.1452
Sm: 0.0611 -1.1894 -1.6151

Cartesian forces, eV/Å:
0.9 0.1 0.0
-1.2 -2.1 -0.6
0.5 1.6 -2.8
1.3 0.8 1.8
-1.4 -1.0 0.9
-0.5 -1.0 -2.6
0.8 0.1 0.5
0.4 -0.1 -0.8
-0.2 -0.3 0.1
0.0 0.2 0.5
-1.3 0.7 -0.9
1.7 -0.6 -0.6
-0.8 1.8 0.2
-0.5 0.0 2.3
0.1 -0.2 1.8

Calculated values
<S²>: 12.008
Charge: 0
E_tot (eV): -63574.5209
Multiplicity: 7
Energy above the lowest of the compared OMol25 structures with the same formula, charge and spin (eV): 1.8040
HOMO-LUMO gap (alpha / beta) (eV): 6.99 / 8.03

---

# 11
This record from the Open Molecules 2025 dataset describes a cluster of 2 separate species, C2F4N2S in total. The level of theory is ωB97M-V/def2-TZVPD.

Atoms and positions in Å:
C: -0.8249 0.9518 2.1175
C: 0.8719 -0.4782 -0.8913
N: -0.9165 2.0294 2.6702
N: -0.8071 -0.1855 1.6993
F: 1.6716 -0.1971 -1.9433
F: 0.6014 -1.7676 -0.9692
F: 1.5507 -0.1985 0.2243
F: -1.3861 -0.5799 -1.9948
S: -0.7610 0.4256 -0.9127

Cartesian forces, eV/Å:
-0.4 1.0 1.1
0.0 0.3 -0.4
0.2 0.2 -0.2
0.1 -1.2 -0.3
-0.5 0.2 0.5
0.1 -0.3 0.3
-0.2 0.0 -0.3
-0.3 0.2 -0.2
1.0 -0.4 -0.5

Calculated values
Charge: 0
E_tot (eV): -26754.4490
Energy above the lowest of the compared OMol25 structures with the same formula, charge and spin (eV): 2.5121
HOMO-LUMO gap (alpha / beta) (eV): 7.15 / 7.05

---

# 12
This record from the Open Molecules 2025 dataset describes the molecule C2F5NO. The level of theory is ωB97M-V/def2-TZVPD.

Atoms and positions in Å:
C: -1.3703 0.1270 -0.1614
C: 1.0791 0.1185 0.0364
N: -0.2973 -0.4785 0.1656
O: -0.1434 -1.5723 0.7911
F: -2.5375 -0.3817 -0.1413
F: -1.3314 1.3016 -0.6936
F: 1.6489 0.2252 1.2471
F: 1.8711 -0.6376 -0.6632
F: 1.0808 1.2978 -0.5807

Cartesian forces, eV/Å:
0.6 0.5 -0.6
0.9 1.2 0.3
2.1 0.1 0.8
-1.0 -1.3 0.1
-0.7 -0.7 0.4
-0.4 0.8 -0.4
-1.1 0.3 -0.5
-0.2 -1.3 -0.6
-0.3 0.4 0.4

Calculated values
SMILES string: [O-][N+](=C(F)F)C(F)(F)F
Charge: 0
E_tot (eV): -19195.7069
Energy above the lowest of the compared OMol25 structures with the same formula, charge and spin (eV): 0.1889
HOMO-LUMO gap (eV): 10.05

---

# 13
This record from the Open Molecules 2025 dataset describes a structure of composition C2F6NO3S2Tl. The level of theory is ωB97M-V/def2-TZVPD.

Atoms and positions in Å:
N: -0.2284 0.8686 0.0576
S: -1.4314 0.3919 -1.0173
O: -2.4682 1.4715 -1.0255
C: -2.1463 -0.8740 0.1691
F: -2.5515 -0.3081 1.2918
F: -1.2444 -1.8022 0.4393
F: -3.1874 -1.4340 -0.4321
S: 1.2906 0.8115 -0.4517
O: 1.9295 1.8510 0.3990
O: 1.5143 0.7989 -1.8881
C: 1.9887 -0.8080 0.1674
F: 1.7863 -0.9112 1.4646
F: 1.3862 -1.7998 -0.4615
F: 3.2820 -0.8346 -0.0901
Tl: 0.0800 2.5786 1.3776

Cartesian forces, eV/Å:
-0.8 -1.5 -2.0
-1.4 1.9 1.5
1.6 -1.5 -0.4
-1.2 -1.3 0.3
0.3 0.3 -0.2
0.2 0.4 -0.2
0.3 0.3 0.0
3.0 -0.2 -2.4
0.5 -1.2 -1.2
-0.9 0.2 2.4
0.5 -0.4 -0.1
-0.2 0.2 0.3
-0.2 0.2 -0.1
-0.3 0.3 0.0
-1.4 2.3 2.3

Calculated values
<S²>: 0.764
Charge: +1
E_tot (eV): -52364.1011
Multiplicity: 2
HOMO-LUMO gap (alpha / beta) (eV): 10.69 / 4.97

---

# 14
This record from the Open Molecules 2025 dataset describes a structure of composition C2F6NO4S2Sn. The level of theory is ωB97M-V/def2-TZVPD.

Atoms and positions in Å:
Sn: 3.2843 1.0350 3.7266
C: -2.1365 -0.6438 0.9034
F: -3.3058 -0.4821 0.2430
F: -2.3915 -0.7069 2.1908
F: -1.5283 -1.7615 0.5685
S: -1.0997 0.9707 0.7258
O: -1.8160 1.7873 -0.2740
O: -1.0846 1.4615 2.0674
N: 0.5118 0.4091 0.4125
S: 0.5302 0.4299 -1.0891
O: -0.6176 -0.2472 -1.7037
O: 0.8477 1.7407 -1.5914
C: 1.9566 -0.8053 -1.4904
F: 2.9997 -0.5553 -0.6586
F: 1.5317 -2.0589 -1.2892
F: 2.3179 -0.5733 -2.7414

Cartesian forces, eV/Å:
-0.6 0.0 -0.6
-1.0 0.2 -0.4
1.6 -0.3 0.4
-0.3 -0.1 0.6
0.1 0.2 -0.6
-3.0 1.7 -0.2
2.3 -1.9 1.9
0.9 0.1 0.4
-2.0 0.2 4.0
0.7 -1.4 -6.9
1.3 0.6 1.0
0.5 -0.5 0.1
-0.8 1.0 0.6
-0.3 -0.3 -0.4
0.5 0.9 -0.4
0.0 -0.6 0.5

Calculated values
Charge: +1
E_tot (eV): -55544.0108
Energy above the lowest of the compared OMol25 structures with the same formula, charge and spin (eV): 5.6369
HOMO-LUMO gap (eV): 3.03

---

# 15
This record from the Open Molecules 2025 dataset describes a structure of composition C2FLaO. The level of theory is ωB97M-V/def2-TZVPD.

Atoms and positions in Å:
C: -1.4596 -1.1983 -0.5644
C: -1.1567 0.2136 -0.3523
O: -0.7153 -1.0193 0.5800
F: -2.1176 0.9426 0.2109
La: 1.5632 0.1271 -0.0902

Cartesian forces, eV/Å:
0.4 -0.4 0.7
1.0 1.2 0.8
1.0 0.1 -1.0
1.2 -0.5 -0.7
-3.5 -0.4 0.2

Calculated values
Charge: +2
E_tot (eV): -7672.6822
HOMO-LUMO gap (alpha / beta) (eV): 6.34 / 6.34

---

# 16
This record from the Open Molecules 2025 dataset describes a structure of composition C2FN4O3. The level of theory is ωB97M-V/def2-TZVPD.

Atoms and positions in Å:
C: 2.3962 -0.5255 0.2483
C: -0.1828 -0.4553 -0.7099
N: 3.1419 -1.1784 0.8406
N: -0.8953 0.1069 0.1919
N: 1.5652 0.2424 -0.4806
N: -2.1513 0.4262 0.3779
O: -2.4713 0.5079 1.5486
O: -0.0274 -1.3231 -1.4783
O: -2.8628 0.6389 -0.5863
F: 1.4877 1.5600 0.0477

Cartesian forces, eV/Å:
-0.8 1.2 -0.1
0.5 0.8 1.3
0.4 -0.4 0.2
2.9 0.1 0.3
-1.2 -0.5 -0.7
0.2 -0.7 -0.5
-0.9 0.3 0.3
-0.5 -0.8 -0.9
-0.9 0.3 -0.4
0.3 -0.3 0.4

Calculated values
Charge: -1
E_tot (eV): -16889.5066
Energy above the lowest of the compared OMol25 structures with the same formula, charge and spin (eV): 0.0000
HOMO-LUMO gap (eV): 9.51

---

# 17
This record from the Open Molecules 2025 dataset describes the ion C2FO4S with charge -1. The level of theory is ωB97M-V/def2-TZVPD.

Atoms and positions in Å:
C: -0.4714 1.1354 -0.2886
C: -0.5383 -0.3938 0.1190
O: -1.5332 1.7476 -0.2822
O: 0.6623 1.4285 -0.7069
O: 0.9531 -2.5082 0.2835
O: 1.6574 -0.4005 1.6229
F: -1.0643 -1.0118 -1.0071
S: 0.9953 -1.0527 0.4810

Cartesian forces, eV/Å:
0.2 0.1 -0.3
-0.1 1.0 -2.3
-0.4 0.1 0.3
-0.1 0.2 0.2
0.6 0.7 0.5
-0.7 -1.1 -1.1
0.1 -0.1 1.5
0.4 -0.9 1.1

Calculated values
SMILES string: O=C([O-])C(F)=S(=O)=O
Charge: -1
E_tot (eV): -23815.3848
Energy above the lowest of the compared OMol25 structures with the same formula, charge and spin (eV): 1.8597
HOMO-LUMO gap (alpha / beta) (eV): 7.16 / 7.35

---

# 18
This record from the Open Molecules 2025 dataset describes the ion C2H10BrN4 with charge +1. The level of theory is ωB97M-V/def2-TZVPD.

Atoms and positions in Å:
C: -0.5452 -1.6202 0.8053
C: -0.5351 0.5014 -0.6157
N: -0.6530 -0.2563 -1.7785
N: 0.5032 1.5967 -0.5815
N: 0.1518 -0.4624 0.3901
N: 0.9145 0.1721 1.4209
Br: -0.2048 3.3597 -0.8059
H: -1.3859 -1.7361 0.2020
H: 0.1548 -2.5165 0.5556
H: -0.7648 -1.6077 1.8472
H: -1.6157 0.6969 -0.3845
H: 0.2697 -0.6234 -2.1034
H: -1.0873 0.0901 -2.6864
H: 1.1451 1.5050 -1.3666
H: 1.2284 1.0718 1.1685
H: 1.8682 -0.3282 1.4800
H: 0.5559 0.1569 2.4529

Cartesian forces, eV/Å:
2.8 -2.5 -0.2
0.7 -0.1 0.8
1.5 -1.2 -3.3
-1.4 1.0 -0.3
0.0 2.5 -1.1
1.5 -3.4 2.8
0.1 -0.7 0.1
-1.6 -0.2 -0.8
-1.4 1.1 0.8
-0.5 -0.1 0.9
1.3 1.0 0.7
-0.9 0.2 0.6
0.2 0.0 2.3
-0.3 -0.2 -0.1
-0.4 2.2 -1.0
-1.7 0.4 0.0
0.1 0.1 -2.1

Calculated values
SMILES string: CN([NH3+])[C@H](N)NBr
Charge: +1
E_tot (eV): -78229.5145
Energy above the lowest of the compared OMol25 structures with the same formula, charge and spin (eV): 1.0214
HOMO-LUMO gap (eV): 9.74

---

# 19
This record from the Open Molecules 2025 dataset describes a structure of composition C2H10CdN3S. The level of theory is ωB97M-V/def2-TZVPD.

Atoms and positions in Å:
C: -1.9467 1.0335 -1.2270
Cd: -0.2293 0.2889 -0.0283
N: 1.6430 0.1815 1.3550
N: 1.2395 -0.6699 -1.6920
H: 1.5713 -0.7127 1.8455
H: -1.0484 1.6642 -0.7476
H: -2.8510 1.5223 -0.8558
H: -2.0691 -0.0387 -0.9960
H: -1.8698 1.1425 -2.3112
H: 1.5618 -1.5704 -1.3309
H: 2.0522 -0.0717 -1.8606
H: 0.7661 -0.8255 -2.5848
H: 2.5446 0.2084 0.8688
H: 1.6244 0.9124 2.0705
S: -1.0049 -1.7984 1.2109
C: -1.0083 -0.9429 2.6374
N: -0.9755 -0.3236 3.6462

Cartesian forces, eV/Å:
-1.6 1.5 -0.9
3.4 -0.9 1.6
0.8 -0.2 0.8
-0.1 -0.2 -0.1
0.1 0.0 0.0
-2.0 -0.1 -1.4
-0.2 0.1 0.0
0.0 0.4 -0.1
0.1 0.1 -0.1
0.1 -0.1 -0.1
-0.2 0.0 0.1
0.1 0.0 0.0
-0.2 0.1 0.1
0.1 0.0 -0.2
-0.4 -0.8 -0.1
0.0 1.5 2.7
-0.1 -1.4 -2.2

Calculated values
Charge: -1
E_tot (eV): -22103.6836
Energy above the lowest of the compared OMol25 structures with the same formula, charge and spin (eV): 1.6303
HOMO-LUMO gap (alpha / beta) (eV): 3.61 / 3.61